Below is a structure of composition C21H59AlAs2F12N5O6, with properties calculated with ωB97M-V/def2-TZVPD.

Each line ends with the Löwdin charge.
Cartesian coordinates (Å):
Al: -3.425 -0.535 1.900  1.07
As: 0.445 -2.912 -0.198  0.97
F: -0.868 -1.750 0.349  -0.28
F: 1.630 -1.929 0.776  -0.28
F: 1.756 -4.055 -0.501  -0.26
F: -0.680 -3.953 -1.072  -0.24
F: 0.773 -1.978 -1.657  -0.26
F: 0.210 -3.884 1.356  -0.30
As: -0.010 2.038 -0.039  0.95
F: -1.147 0.822 0.718  -0.31
F: -1.288 2.881 -0.871  -0.23
F: 1.183 3.165 -0.776  -0.27
F: 1.419 1.175 0.667  -0.27
F: 0.086 0.814 -1.381  -0.27
F: -0.143 2.994 1.423  -0.24
C: 4.753 -1.926 0.552  -0.08
O: 3.987 -0.766 0.113  -0.11
H: 5.816 -1.740 0.398  0.07
H: 4.517 -2.271 1.558  0.09
H: 4.540 -2.775 -0.098  0.09
H: 3.120 -1.023 0.442  0.02
C: 4.380 3.919 0.106  0.01
C: 4.853 2.600 -0.587  -0.31
C: 5.889 1.789 0.230  -0.15
O: 6.183 0.586 -0.534  -0.18
C: 7.590 0.404 -0.510  -0.12
N: 3.630 1.897 -0.815  0.28
H: 4.878 4.771 -0.358  0.10
H: 4.748 3.885 1.132  0.10
H: 3.353 4.282 0.062  0.09
H: 5.315 2.984 -1.497  0.16
H: 5.367 1.522 1.151  0.13
H: 6.733 2.383 0.582  0.13
H: 8.118 0.248 0.431  0.10
H: 8.112 0.966 -1.286  0.10
H: 7.762 -0.557 -0.997  0.09
H: 2.992 2.611 -1.144  0.08
H: 3.110 1.495 -0.044  0.08
C: -4.461 -5.068 -1.060  -0.06
C: -3.762 -3.893 -0.399  -0.40
C: -3.602 -2.685 -1.357  -0.16
O: -3.143 -1.412 -0.874  -0.32
C: -2.793 -0.496 -1.855  -0.13
N: -4.583 -3.366 0.735  0.02
H: -3.852 -5.300 -1.934  0.09
H: -5.444 -4.712 -1.370  0.08
H: -4.672 -5.932 -0.431  0.09
H: -2.857 -4.356 -0.005  0.12
H: -4.449 -2.303 -1.929  0.13
H: -2.889 -2.838 -2.169  0.12
H: -2.496 0.446 -1.394  0.06
H: -3.515 -0.269 -2.642  0.09
H: -1.883 -0.864 -2.333  0.08
H: -4.592 -4.157 1.365  0.06
H: -5.527 -3.469 0.383  0.07
C: -3.746 4.559 3.204  -0.04
C: -3.874 3.202 2.452  -0.42
C: -4.016 3.367 0.929  -0.19
O: -4.247 2.060 0.370  -0.28
C: -5.089 2.242 -0.763  -0.10
N: -2.669 2.457 2.756  0.04
H: -3.709 4.357 4.274  0.08
H: -4.550 5.254 2.962  0.08
H: -2.822 5.014 2.846  0.08
H: -4.777 2.640 2.694  0.14
H: -3.061 3.673 0.500  0.11
H: -4.781 4.117 0.727  0.13
H: -4.626 2.996 -1.400  0.10
H: -6.087 2.506 -0.412  0.09
H: -5.315 1.404 -1.424  0.08
H: -2.530 2.446 3.758  0.08
H: -1.870 3.017 2.488  0.05
C: -0.973 -4.313 4.465  -0.06
C: -1.444 -2.948 3.980  -0.42
C: -0.306 -1.911 3.801  -0.17
O: -0.878 -0.671 3.353  -0.28
C: 0.049 0.332 3.573  -0.13
N: -2.119 -3.151 2.714  0.04
H: -1.722 -5.051 4.750  0.08
H: -0.297 -4.197 5.314  0.08
H: -0.348 -4.823 3.731  0.08
H: -2.123 -2.607 4.762  0.14
H: 0.536 -2.193 3.168  0.11
H: 0.223 -1.843 4.753  0.12
H: -0.527 1.233 3.365  0.06
H: 0.920 0.138 2.945  0.09
H: 0.351 0.438 4.616  0.09
H: -2.719 -3.941 2.910  0.07
H: -1.359 -3.676 2.301  0.03
C: 2.602 -0.842 -5.113  -0.05
C: 2.469 0.428 -4.294  -0.35
C: 1.139 1.224 -4.652  -0.16
O: 1.233 2.552 -4.182  -0.16
C: -0.036 3.259 -3.928  -0.04
N: 2.595 0.028 -2.906  0.24
H: 2.494 -0.511 -6.147  0.09
H: 1.927 -1.663 -4.875  0.09
H: 3.553 -1.365 -5.214  0.09
H: 3.260 1.132 -4.556  0.16
H: 0.326 0.619 -4.246  0.13
H: 0.953 1.156 -5.725  0.14
H: 0.131 4.326 -4.077  0.09
H: -0.461 3.094 -2.938  0.05
H: -0.828 3.032 -4.641  0.09
H: 1.954 0.706 -2.512  0.05
H: 2.035 -0.805 -2.771  0.08

Computed properties:
Orbital gap in Ha: 0.06427
Total energy in eV: -203342.6728
Multiplicity: 1
Net charge: +1